The following is a quantum chemistry calculation of a molecular structure, C9H19CuIN3O3P in a non-equilibrium geometry, from OMol25.

```
37
Properties=species:S:1:pos:R:3
C -3.69 0.84 2.50
N -3.05 -0.45 2.19
C -2.99 -0.67 0.73
P -1.25 -0.23 0.04
N -0.51 -1.40 -1.03
I -0.12 -1.49 2.02
C -0.49 1.38 0.58
C 1.06 1.50 0.43
C 1.54 1.77 -1.05
C 2.19 0.54 -1.74
O 3.64 0.55 -1.58
C 4.04 -0.79 -1.72
C 4.08 -1.71 -0.47
O 4.35 -1.22 -2.78
N -2.09 0.55 -1.36
C -1.48 0.42 -2.43
O -0.90 0.58 -3.42
H -4.70 0.93 2.03
H -3.10 1.70 2.12
H -3.83 0.99 3.59
H -3.63 -1.18 2.61
H -3.69 -0.01 0.19
H -3.16 -1.74 0.48
H 0.31 -1.79 -0.56
H -1.14 -2.20 -1.14
H -0.76 1.53 1.65
H -1.02 2.19 0.02
H 1.62 0.67 0.90
H 1.35 2.41 1.01
H 2.34 2.55 -0.97
H 0.74 2.23 -1.67
H 1.90 0.57 -2.81
H 1.83 -0.42 -1.31
H 4.70 -2.61 -0.65
H 3.06 -2.02 -0.16
H 4.52 -1.13 0.36
Cu -1.68 -2.84 3.40
```

Calculated values
Energy relative to the best compared isomer or geometry (same formula, charge and spin)   0.0 kcal per mole
Kohn-Sham gap   7.18 eV
Total charge   +1
Electronic energy   -3023.57006 Ha
E_LUMO   -5.30 eV

These are the Löwdin partial charges, in e, on atoms 1 to 5: -0.12, -0.26, -0.32, 0.61, -0.14



The following is a quantum chemistry calculation of a molecular structure, C9H19F2IN2O5PtS2 in a non-equilibrium geometry, from OMol25.

```
41
Properties=species:S:1:pos:R:3
Pt 1.30 1.62 1.63
N 0.24 0.82 3.15
S 0.61 -0.06 4.46
O 0.28 -1.42 4.41
O 0.54 0.67 5.65
F 2.18 -0.13 4.10
S -1.44 0.94 3.27
O -1.84 2.19 3.79
O -2.12 -0.26 3.57
F -1.62 1.09 1.70
I 1.05 4.32 1.44
C 0.28 0.74 -3.05
C -0.32 0.86 -1.63
C -1.73 0.23 -1.71
C -1.72 -1.30 -1.63
C -0.81 -1.83 -0.54
C 0.60 -1.23 -0.56
N 0.50 0.22 -0.63
O 1.74 0.90 -0.43
C 1.14 -1.57 0.85
C 1.54 -1.92 -1.54
C -0.61 2.34 -1.38
H 1.37 0.64 -3.05
H -0.12 -0.10 -3.62
H 0.07 1.63 -3.65
H -2.36 0.55 -0.88
H -2.21 0.55 -2.63
H -2.73 -1.69 -1.52
H -1.39 -1.68 -2.61
H -0.71 -2.92 -0.53
H -1.26 -1.63 0.44
H 1.19 -2.65 0.99
H 0.50 -1.20 1.65
H 2.15 -1.20 1.04
H 1.23 -1.76 -2.57
H 1.54 -2.99 -1.34
H 2.59 -1.60 -1.49
H 0.30 2.92 -1.55
H -1.34 2.72 -2.08
H -0.90 2.53 -0.35
H 2.30 0.64 -1.18
```

Calculated values
Kohn-Sham gap (alpha / beta)   8.80 / 6.23 eV
Total charge   0
2S+1   3
Electronic energy   -2253.00892 Ha
⟨S²⟩   2.010
E_LUMO (alpha / beta)   -0.64 / -2.99 eV

These are the Löwdin partial charges, in e, on atoms 1 to 5: 0.75, -0.49, 0.47, -0.22, -0.21